1.
{
  "formula": "C8H14N2O6",
  "method": "ωB97M-V with the def2-TZVPD basis set",
  "species": ["O", "O", "O", "O", "O", "O", "N", "N", "C", "C", "C", "C", "C", "C", "C", "C", "H", "H", "H", "H", "H", "H", "H", "H", "H", "H", "H", "H", "H", "H"],
  "xyz": [[-0.98963, 2.60315, 0.58790], [-1.46015, -0.75999, 2.39670], [-3.82295, -0.45413, -1.00945], [3.58833, 0.19611, 0.60713], [3.60214, -1.96116, 0.31461], [0.98917, 3.40968, -0.19784], [-1.48222, -1.88984, -0.27384], [0.36346, 0.24924, 1.33189], [0.16829, 2.46836, 0.35680], [-0.92003, -0.26163, 1.42837], [1.93119, -0.80626, -0.80895], [1.21788, 0.54972, -1.04232], [-1.64789, -0.55472, 0.17379], [3.02582, -0.78975, 0.12587], [0.99717, 1.17769, 0.34195], [-3.12128, -0.09791, 0.13993], [2.26984, -1.24370, -1.75531], [-1.61161, -2.56492, 0.49770], [0.26067, 0.42117, -1.63853], [-2.14866, -2.15864, -1.05448], [-3.32630, 0.95002, 0.39747], [1.74548, 1.33472, -1.65242], [-1.32561, 0.03011, -0.65053], [3.12691, -2.67718, -0.20204], [-3.96213, 0.23200, -1.68770], [-3.56965, -0.57458, 1.04361], [1.96179, 3.15428, -0.09926], [1.99345, 1.44368, 0.70909], [1.21698, -1.54440, -0.55709], [0.92954, 0.11889, 2.17694]],
  "multiplicity": 1,
  "energy_ev": -23787.6174,
  "smiles": "N[C@@H](CO)C(=O)N[C@@H](CCC(=O)O)C(=O)O",
  "e_homo_ha": -0.338,
  "charge": 0
}

***

2.
{
  "formula": "C4H32NO12S",
  "method": "ωB97M-V with the def2-TZVPD basis set",
  "species": ["S", "O", "O", "O", "O", "O", "O", "O", "O", "O", "O", "O", "O", "N", "C", "C", "C", "C", "H", "H", "H", "H", "H", "H", "H", "H", "H", "H", "H", "H", "H", "H", "H", "H", "H", "H", "H", "H", "H", "H", "H", "H", "H", "H", "H", "H", "H", "H", "H", "H"],
  "xyz": [[-1.44654, -3.07208, -0.12391], [0.64255, -2.22048, 3.41448], [1.43025, -0.67892, -3.53905], [4.03176, -1.40591, -2.06622], [3.24052, 0.47797, -0.27880], [2.59688, 2.02203, -2.38229], [-3.35621, 2.82072, 1.02541], [-2.46517, 1.61463, 3.38493], [-2.05743, 1.76547, -1.53777], [1.80456, 1.13519, 1.93833], [-0.24005, 0.30945, 3.68132], [0.13038, 1.69024, -3.60594], [-4.03618, -0.07122, -1.01678], [-0.59225, 1.01933, 0.71385], [0.45602, -1.01618, -0.41409], [1.47810, 0.01707, 1.62401], [0.21312, -0.25778, 0.86463], [0.22659, -2.51091, -0.32890], [-4.42470, -0.76087, -0.44211], [-1.39483, 2.01234, -2.20065], [1.79053, 1.93053, -2.92627], [0.15553, -1.36989, 3.46387], [-2.40829, 2.53601, 3.66565], [4.18808, -2.19663, -1.53818], [2.27160, -0.94029, -3.10465], [2.87550, 1.10193, -0.95140], [-1.46378, 0.71690, 0.25876], [-1.31094, -3.90466, 0.91796], [-0.69532, 1.55074, 1.57925], [-0.02914, 1.62034, 0.06656], [1.55592, -0.82109, -4.48450], [0.09990, -2.78556, 3.97659], [0.56048, 0.78121, -3.60701], [-4.25277, 2.66739, 0.67137], [-2.85691, 3.18990, 0.28651], [-3.23099, 1.63936, 2.79801], [-4.24022, -0.50567, -1.85797], [-0.26816, -0.64626, -1.14903], [-2.84354, 1.46344, -2.00170], [3.76483, 1.00036, 0.33739], [3.85446, -0.69970, -1.41700], [0.92072, -2.89849, 0.55479], [-0.95260, 0.55932, 4.28493], [-0.45098, -0.87790, 1.47771], [-0.09087, 1.76379, -4.54380], [1.40889, -0.87780, -0.94217], [0.45190, 0.94803, 3.89586], [2.06322, -0.89848, 1.80627], [0.92179, -2.97930, -1.02450], [3.25968, 2.55385, -2.82806]],
  "multiplicity": 1,
  "energy_ev": -41557.5418,
  "e_homo_ha": -0.440,
  "charge": 1
}

***

Calculated values (kJ/mol) of ΔE to the lowest compared entry with this formula, charge and spin for the records, taken in order: 237.8; 213.9.